83
Properties=species:S:1:pos:R:3:mulliken_charge:R:1 method="wB97M-V/def2-TZVPD" largest_force_ev_per_a=0.395 total_energy_ha=-3363.22034 relative_energy_kj_mol=0.0 e_homo_ev=-7.7064
Pb -0.4623 -0.3521 -0.3235 2.060
S -0.6544 8.6095 -3.1281 1.139
S 1.8748 1.3218 2.1501 1.558
F 2.9252 -6.3239 0.4456 -0.328
O -2.6911 -0.6599 -0.4145 -0.482
O -4.7006 0.3042 -0.3006 -0.697
O 0.0671 9.1374 -4.2640 -0.695
O -1.7359 9.4234 -2.6194 -0.692
O 0.1816 8.0076 -2.1037 -0.585
O 3.1158 0.8002 2.6338 -0.689
O 0.6789 1.0827 2.9360 -0.865
N -0.9146 1.3391 -1.7950 0.447
N 2.0882 6.8925 0.2693 -0.521
N -0.7384 -1.6942 -2.4829 -0.428
N 3.6501 0.8324 -0.3159 -0.439
N -2.4430 7.4199 -4.7992 -0.479
N -1.5165 1.3544 1.0471 -0.381
N 1.4908 0.6693 0.6958 -0.175
N 1.7250 -0.0195 -1.4108 0.253
N -2.1616 -3.5464 -3.2733 0.005
N -1.2571 5.9836 -3.3511 -0.253
C -0.0271 -4.2683 0.4671 -0.257
C 3.2181 4.8367 0.8157 -0.723
C -1.3882 -2.5863 -2.8364 0.378
C 0.8710 5.1047 1.3208 -0.744
C 2.6485 -4.1275 1.2242 -0.860
C 3.1840 3.5536 1.3170 -0.372
C 0.8426 3.8236 1.8299 -0.431
C -1.5446 7.1815 -3.8388 -0.013
C -1.9368 4.9402 -3.8186 0.179
C 2.3523 0.5117 -0.3304 0.187
C -2.3174 2.4821 -3.3275 -1.398
C 2.1221 -5.2662 0.6432 0.392
C -1.5714 -4.7652 -3.8207 -0.994
C -2.9862 1.2323 1.0507 -0.614
C 1.8126 -3.0438 1.4279 -0.025
C -2.9016 5.0810 -4.7974 -0.640
C -1.5777 3.6485 -3.1769 1.507
C -3.5435 -3.5973 -2.7884 -0.853
C -0.4018 -1.9394 1.2686 -1.679
C 2.0559 5.6264 0.7687 0.884
C 2.4222 -0.2574 -2.5133 -0.358
C -0.4649 3.6133 -2.3304 -1.068
C 4.3245 0.6012 -1.4325 -0.351
C 0.4673 -3.1025 1.0532 0.268
C 0.7962 -5.3617 0.2627 -0.772
C 1.9896 3.0315 1.8079 -0.765
C 3.7655 0.0474 -2.5803 -0.948
C -3.1036 6.3766 -5.2644 -0.367
C -3.5329 0.2312 0.0164 0.403
C -0.1625 2.4488 -1.6692 -0.585
C -1.9678 1.3527 -2.6153 -0.420
H 0.1191 4.5128 -2.1890 0.819
H -1.2407 2.2631 0.6933 0.126
H -0.0156 5.7262 1.3571 0.415
H -1.5358 -5.5542 -3.0664 0.318
H -4.1866 -3.9363 -3.5988 0.331
H -1.0878 1.2686 1.9693 0.360
H -0.0478 -1.2611 2.0437 0.607
H -3.4625 2.1934 0.8658 0.390
H 5.3745 0.8740 -1.4118 0.471
H 3.6901 -4.1050 1.5126 0.490
H 4.0765 2.9447 1.3321 0.508
H -0.0658 3.4429 2.2784 0.680
H -3.1949 2.4459 -3.9567 0.309
H -2.1745 -5.1004 -4.6629 0.331
H -2.5532 0.4443 -2.6540 0.516
H 2.8580 7.1373 -0.3304 0.240
H -1.4716 -2.1267 1.2763 0.696
H 4.1510 5.2469 0.4487 0.363
H -1.0725 -4.3204 0.1846 0.513
H 0.4314 -6.2825 -0.1713 0.466
H 0.6710 2.4036 -0.9775 0.681
H 4.3474 -0.1255 -3.4719 0.418
H -3.3271 0.8905 2.0286 0.376
H -3.8301 6.5703 -6.0470 0.408
H 1.2100 7.3260 -0.0069 0.246
H -3.6322 -4.2858 -1.9454 0.303
H 2.2034 -2.1416 1.8862 0.423
H -3.4678 4.2529 -5.1992 0.368
H -0.5638 -4.5570 -4.1704 0.356
H 1.8758 -0.6852 -3.3462 0.471
H -3.8558 -2.6045 -2.4717 0.287

14
Properties=species:S:1:pos:R:3:mulliken_charge:R:1 method="wB97M-V/def2-TZVPD" largest_force_ev_per_a=4.053 total_energy_ha=-1218.50924 relative_energy_kj_mol=351.8 e_homo_ev="-9.5933 / -8.8354"
Cl 3.3311 -1.1864 -2.3189 -0.229
S 2.4381 0.7801 -2.3543 0.795
O 0.9942 0.5042 -2.6163 -0.489
O 3.1724 1.5396 -3.3305 -0.439
O 1.9894 0.6561 0.0958 -0.461
N 0.8005 0.1581 0.0853 0.533
C -0.3542 0.9446 0.0676 -0.759
C 0.6991 -1.2580 0.0884 -0.868
H -0.3226 1.9758 0.4892 0.304
H -0.2287 -1.4188 0.6278 0.276
H 0.4310 -1.6237 -0.9470 0.326
H 1.6540 -1.5690 0.3069 0.393
H -1.1706 0.4874 0.5476 0.301
H -0.5822 1.1830 -1.0008 0.318

40
Properties=species:S:1:pos:R:3:mulliken_charge:R:1 method="wB97M-V/def2-TZVPD" largest_force_ev_per_a=3.559 total_energy_ha=-972.21556 smiles="NCCCC[C@H](N)C(=O)N[C@@H](CCC(=O)O)C(=O)O" relative_energy_kj_mol=141.4 e_homo_ev=-8.4522
O 1.0417 -2.7352 -4.4475 -0.473
O -0.5946 -2.1081 -3.0795 -0.535
O 2.8029 -2.6779 -1.6546 -0.403
O 1.5348 -2.3938 0.1440 -0.652
O 2.4260 1.4118 1.6390 -0.684
N -0.1593 -0.3005 1.8123 -0.452
N 2.3732 0.4138 -0.3364 -0.053
N -4.1159 -0.4068 2.9183 -0.604
C -2.5680 1.4151 2.6837 -0.890
C 1.7138 0.9114 0.7836 0.017
C -1.7366 2.2731 1.7893 -0.585
C 1.0304 -0.3812 -3.7011 -0.803
C 0.4328 -1.8441 -3.6617 0.566
C 2.1896 -0.2154 -2.7241 -1.038
C 1.8809 -0.5161 -1.2518 1.069
C -3.1753 0.1805 1.9411 -0.240
C 0.1925 0.8240 1.0041 0.303
C -0.2111 2.1035 1.6876 -1.111
C 2.0890 -1.9311 -0.8488 0.194
H -3.7315 0.6593 1.1518 0.350
H 0.2027 2.9799 1.1815 0.444
H -4.8094 -1.0119 2.6091 0.180
H -3.3707 1.9688 3.1075 0.466
H 0.3016 2.1558 2.6693 0.357
H 3.0958 -0.7774 -2.9844 0.352
H -0.2819 0.8705 0.0391 0.344
H 2.5642 0.8221 -2.8155 0.319
H 0.2436 0.2635 -3.2924 0.318
H 2.9138 -3.5552 -1.2933 0.399
H 1.9384 -2.3633 -4.6612 0.387
H 3.2950 0.7192 -0.1810 0.238
H -1.8058 3.2695 2.1485 0.356
H -2.4082 -0.5939 1.6381 0.122
H 0.7374 -0.3810 -1.1576 -0.037
H 0.3679 -0.2822 2.6744 0.287
H -1.9989 1.1352 3.5531 0.355
H 1.3004 -0.0622 -4.7207 0.423
H -3.6667 -0.9542 3.6465 0.190
H -2.1706 2.2663 0.7191 0.246
H 0.1360 -1.1516 1.2703 0.278

95
Properties=species:S:1:pos:R:3:mulliken_charge:R:1 method="wB97M-V/def2-TZVPD" largest_force_ev_per_a=0.496 total_energy_ha=-4319.73116 relative_energy_kj_mol=0.0 e_homo_ev=-1.8027 charge=-2
As -4.1845 -2.1088 -1.5700 0.290
Na 0.9941 0.4128 0.1223 0.500
O -1.1831 0.1831 -1.1033 -0.265
O -3.0190 1.7528 1.3826 -0.831
O 3.7621 2.8135 2.6387 -0.858
N 2.9541 0.9111 1.5877 0.570
N 0.4114 1.8206 1.9786 0.017
N -1.7496 0.0677 2.3631 -0.594
N 1.8959 -1.4798 -1.2378 0.977
C -3.4828 -3.1314 1.8454 -0.664
C 6.6571 -1.0069 1.1285 -0.885
C -1.3859 2.5379 -1.3080 -0.833
C -2.5180 -2.1332 1.7864 0.760
C -1.1111 3.5445 2.5670 -0.701
C 2.0527 2.5472 -4.4000 -0.481
C 0.9709 -2.0484 -2.2026 -1.111
C 4.8957 2.0846 -0.2150 -1.530
C 3.0373 0.3972 -4.0970 -0.293
C 1.4306 2.6312 2.2728 0.429
C -4.9033 -1.7147 3.1448 -0.810
C 1.8088 1.4140 -2.2014 0.299
C 2.5865 0.3796 -2.7781 0.732
C -1.2123 -2.3610 1.0830 -0.524
C 4.5022 -0.8217 2.2054 0.867
C -2.7592 -0.8791 2.3884 -0.263
C -5.8426 -3.1202 -1.2340 -1.112
C -4.7574 -1.4082 -3.3240 -1.106
C -1.9856 1.2797 1.9241 0.256
C -4.6822 -0.5501 -0.5095 -0.362
C -1.5961 0.9315 -3.3132 -1.740
C 2.8565 2.0986 2.1559 -0.503
C 4.2257 0.3460 1.4738 0.024
C -0.8287 2.2471 2.1482 0.410
C -3.9634 -0.6916 3.1038 1.877
C 2.7737 1.4857 -4.9232 -0.696
C -4.2148 0.5905 3.8418 -1.500
C -4.6849 -2.9306 2.5121 -0.771
C 3.4779 -1.3244 3.1845 -1.240
C 5.7101 -1.4848 2.0222 -0.851
C 6.3860 0.1544 0.4158 -0.818
C 3.0038 -0.7981 -1.9131 -0.483
C 1.2354 3.9300 2.7266 -0.445
C -1.3654 1.1325 -1.8382 0.948
C 5.1886 0.8428 0.5751 1.155
C 1.5887 2.4867 -3.0829 -1.020
C -0.0571 4.3918 2.8570 -0.660
C 2.4047 -2.5165 -0.3614 -0.799
H -3.8698 0.1725 -0.4496 -0.153
H -2.1030 2.5830 -0.4819 0.288
H -6.7148 -2.4806 -1.3866 0.323
H -0.7522 1.3775 -3.8469 0.206
H 2.5096 -1.4741 2.7023 0.038
H -1.1200 -3.4048 0.7732 0.408
H 3.3055 -0.5890 3.9733 0.336
H 1.4691 -2.8102 -2.8318 0.330
H -2.1456 3.8481 2.6522 0.489
H -0.2440 5.4068 3.1927 0.373
H -5.4319 -3.7158 2.5533 0.425
H -5.8310 -3.4672 -0.2008 0.208
H -3.2834 -4.0798 1.3553 0.233
H 2.1061 4.5254 2.9610 0.492
H 2.9638 -3.2869 -0.9251 0.371
H 1.0151 3.3509 -2.7399 0.264
H -1.6212 3.2697 -2.0800 0.486
H -4.0833 -0.6100 -3.6342 0.190
H 4.8501 2.9457 0.4556 0.319
H 3.1299 1.5021 -5.9484 0.330
H 5.6638 2.2528 -0.9730 0.395
H 3.6838 -0.4473 -1.1325 -0.604
H -5.9050 -3.9837 -1.8980 0.412
H -1.1246 -1.7221 0.2028 -0.295
H -5.7742 -1.0152 -3.2600 0.395
H -4.4177 1.4017 3.1394 0.151
H -1.6593 -0.1322 -3.5368 0.256
H -0.3808 -2.1038 1.7447 0.275
H -5.5774 -0.0835 -0.9280 0.608
H -3.3232 0.8830 4.4034 0.260
H 7.5934 -1.5343 0.9841 0.370
H 1.8466 3.4213 -5.0142 0.345
H 0.1239 -2.5078 -1.6926 0.302
H -4.7200 -2.1990 -4.0747 0.364
H 7.1151 0.5373 -0.2921 0.334
H 0.5952 -1.2563 -2.8476 0.123
H -2.5071 1.4463 -3.6302 0.512
H -5.0514 0.4785 4.5355 0.515
H 5.9066 -2.3890 2.5913 0.324
H -5.8254 -1.5480 3.6951 0.283
H 3.5695 -1.5342 -2.5181 0.407
H 1.5783 -3.0187 0.1472 0.163
H 3.6061 -0.4464 -4.4843 0.294
H -0.3931 2.7499 -0.9033 -0.030
H -4.8848 -0.8841 0.5083 -0.014
H 3.9228 2.0093 -0.7085 0.202
H 3.0636 -2.0803 0.3852 -0.083
H 3.8023 -2.2628 3.6403 0.413

87
Properties=species:S:1:pos:R:3:mulliken_charge:R:1 method="wB97M-V/def2-TZVPD" largest_force_ev_per_a=0.310 total_energy_ha=-2423.11786 relative_energy_kj_mol=17.5 e_homo_ev=-2.4082 charge=-2
Sn -1.3270 0.5296 -3.0446 1.045
O 0.1350 3.9982 -5.6070 -0.520
O -1.4457 2.5409 -3.8539 -0.845
O -4.9198 -0.8565 -5.1124 -0.694
O -3.1291 -0.1602 -1.8033 -1.016
N -0.7292 -1.9350 -0.6239 -0.210
N -2.7962 0.1372 -4.6751 -0.815
N -1.9120 1.9807 -1.2004 0.842
N 3.2174 1.0624 -3.8772 -0.529
N -2.6866 1.4395 -0.1951 -0.933
N 7.3474 2.7794 -3.8598 -0.586
N 0.8734 0.3343 -0.5161 0.092
N 6.3713 -0.6119 -1.2117 -0.602
C 0.8624 5.3313 -3.8132 -0.527
C 0.1228 4.9477 -1.5772 -0.989
C 0.9933 -0.6139 0.4126 -1.507
C 1.8722 1.1942 -0.6445 -1.117
C -0.6325 3.8488 -2.0051 0.790
C -5.9256 -1.9800 0.6604 -0.561
C -6.0043 -1.6173 1.9982 -0.381
C -3.3943 -4.2450 3.0991 -1.969
C -2.2308 -3.3066 0.6409 -0.025
C -0.5566 -2.0607 1.7541 -0.754
C -4.2741 0.0208 1.6470 -0.177
C 5.6207 1.1012 -2.9676 -0.088
C -1.6237 -2.9500 1.8376 0.697
C -3.2572 0.3476 -0.6423 0.254
C 6.5628 2.0263 -3.4623 0.211
C 0.8670 5.6935 -2.4651 -0.639
C -2.0601 -3.5034 3.1913 2.280
C -1.7531 -2.7702 -0.5490 -0.833
C 4.3416 0.1079 2.0735 2.203
C 0.1142 4.2647 -4.2648 0.478
C -0.9828 -4.4780 3.6868 -1.782
C 0.4276 2.6446 -5.9745 -0.506
C 4.3002 1.0822 -3.4701 0.276
C 5.4032 1.1609 1.7585 -1.965
C -4.1964 -0.3376 0.3038 0.368
C 3.8455 0.3229 3.5108 -1.697
C 3.0191 1.1675 0.1443 -0.830
C -5.1733 -0.6163 2.4889 -0.425
C -0.1415 -1.5791 0.5183 0.073
C 2.0966 -0.7121 1.2466 -0.010
C -0.6860 3.4936 -3.3780 0.619
C -2.2140 -2.3616 4.2044 -1.593
C 3.1454 0.1997 1.1299 0.668
C -5.0238 -1.3444 -0.1822 -0.469
C 6.0232 0.1586 -2.0049 0.319
C 4.9879 -1.2790 1.9561 -1.667
C -3.8603 -0.3502 -4.8763 0.769
C -1.4238 3.1399 -1.0078 -0.793
H -0.0176 -3.9780 3.7833 0.317
H 5.0070 2.1740 1.8606 0.379
H 6.2344 1.0545 2.4601 0.450
H -0.4817 2.0475 -6.0144 0.257
H 3.7969 1.8937 -0.0441 0.467
H -6.7088 -2.1121 2.6572 0.399
H -3.6231 0.8065 2.0068 0.427
H 4.2893 -2.0725 2.2293 0.290
H 2.1453 -1.5172 1.9693 0.848
H -5.2290 -0.3305 3.5333 0.336
H -2.5962 -2.7553 5.1502 0.487
H -1.2593 -4.8839 4.6642 0.447
H 3.3901 1.3097 3.6204 0.380
H 5.8471 -1.3417 2.6301 0.485
H -2.2362 -3.0142 -1.4897 0.263
H -3.3204 -5.1303 2.4646 0.354
H 1.7646 1.9395 -1.4264 0.764
H -4.9455 -1.6046 -1.2301 0.533
H 3.1009 -0.4242 3.7919 0.303
H 0.1157 5.1977 -0.5210 0.350
H 1.4633 6.5303 -2.1246 0.361
H -6.5716 -2.7575 0.2696 0.371
H 5.7982 1.0328 0.7503 0.269
H -4.1783 -3.5987 2.7005 0.284
H -3.6955 -4.5764 4.0960 0.460
H -2.9122 -1.6107 3.8332 0.158
H -0.8622 -5.3089 2.9888 0.388
H 0.8908 2.6982 -6.9602 0.283
H -0.0537 -1.7114 2.6467 0.685
H -1.2631 -1.8694 4.4103 0.353
H 1.4582 5.8690 -4.5412 0.396
H -1.6063 3.6321 -0.0491 0.251
H 4.6826 0.2495 4.2104 0.447
H 5.3391 -1.4522 0.9388 0.333
H -3.0867 -3.9656 0.6106 0.328
H 1.1336 2.1934 -5.2737 0.164

7
Properties=species:S:1:pos:R:3:mulliken_charge:R:1 method="wB97M-V/def2-TZVPD" largest_force_ev_per_a=4.484 total_energy_ha=-787.98952 relative_energy_kj_mol=291.3 e_homo_ev="-4.2738 / -4.2745" charge=-1
S 1.2124 -0.3130 1.6614 -0.204
O 0.4169 -1.1426 -1.9244 -0.624
O -2.0115 0.7110 1.0652 -0.494
O -0.2306 0.9733 -0.2108 -0.342
N -0.7953 1.1284 0.8638 0.167
N 0.5012 -0.7154 -0.7677 0.628
N 1.1458 -1.0176 0.2130 -0.132